Density functional theory data (ωB97M-V/def2-TZVPD) for a single C4H9NO molecule in a non-equilibrium geometry.

Its spin multiplicity is 1. The molar mass is 87.122 g mol⁻¹. Its energy relative to the best compared isomer or geometry (same formula, charge and spin) is 88.7 kJ/mol.

Geometry as XYZ:
```
15
Properties=species:S:1:pos:R:3:mulliken_charge:R:1
C -0.858 0.648 1.345 -1.110
C 0.290 0.082 0.491 0.479
C 0.429 -1.449 0.620 -1.393
C -0.097 0.606 -1.021 0.372
O -1.158 1.202 -1.159 -0.658
N 0.616 0.490 -2.187 -0.402
H -1.484 -0.112 1.825 0.316
H -1.465 1.134 0.569 0.316
H -0.560 1.406 2.075 0.274
H 1.248 0.531 0.798 0.323
H 1.160 -1.845 -0.090 0.333
H 0.755 -1.766 1.625 0.363
H -0.533 -1.941 0.445 0.369
H 1.512 0.078 -2.365 0.174
H 0.146 0.939 -2.971 0.245
```